The molecule C4H8N2S2. Source: the OMol25 dataset; level of theory: wB97M-V/def2-TZVPD.

Each line ends with the Löwdin charge.
Cartesian coordinates (Å):
S -2.775 -0.735 -0.292  0.7427
S 2.621 -1.023 -0.146  0.6735
N 0.173 0.670 -0.536  -0.0531
N 2.355 0.689 0.239  -0.3230
C -0.219 -0.242 0.755  -0.1965
C 1.323 1.304 -0.058  -0.4136
C -1.146 1.386 -0.295  -0.2081
C -1.651 0.247 0.634  -0.7370
H 1.447 -1.545 -0.716  -0.1318
H -2.220 0.477 1.695  0.1477
H -1.289 2.384 0.035  0.0976
H 0.330 0.355 1.678  0.1649
H -1.701 1.404 -1.282  0.1026
H 0.004 -1.398 0.690  0.1013
H 1.366 2.374 0.007  0.1231
H -3.002 -1.604 0.777  -0.0905

## Properties
energy relative to the best compared isomer or geometry (same formula, charge and spin): 82.3 kcal/mol
Kohn-Sham gap: 9.3 eV

***

A cluster of 2 separate species, C4H8N2S2 in total. Source: the OMol25 dataset; level of theory: wB97M-V/def2-TZVPD.

Each line ends with the Löwdin charge.
Cartesian coordinates (Å):
S 3.661 0.169 -0.120  0.5488
S 1.403 -1.916 -0.201  0.6833
N 2.081 0.456 0.246  -0.5773
N -2.360 -0.561 -0.462  -0.0435
C -1.329 -0.542 0.696  -0.2018
C 1.035 -0.351 0.060  -0.8631
C -0.255 0.444 0.073  -0.2729
C -0.442 1.676 -0.377  0.0678
H -1.986 -0.036 1.388  0.1025
H 3.458 -1.717 -0.050  0.0289
H 0.295 2.373 -0.547  0.0282
H -3.061 -1.155 -0.145  -0.0089
H -0.767 -1.408 1.084  0.0602
H -2.121 -1.187 -1.487  0.1779
H 1.793 1.588 0.405  0.1835
H -1.404 2.166 -0.563  0.0863

## Properties
energy relative to the best compared isomer or geometry (same formula, charge and spin): 118.1 kcal/mol
Kohn-Sham gap: 8.1 eV

***

Sequential strongest force on any atom output: 3.44 5.05 eV/Å